Formula: C25H47Br2LaNO3Si2
Source: the OMol25 dataset
Level of theory: wB97M-V/def2-TZVPD

Structure (XYZ):
```
81
Properties=species:S:1:pos:R:3:forces:R:3
O 2.63188 0.71868 -1.12757 -0.63 0.69 0.91
O 3.20645 -1.71674 -0.06790 1.26 -0.37 0.70
C 1.98791 1.27473 -2.27139 0.20 -0.45 -0.43
C 1.29469 2.60578 -2.13784 -0.40 0.29 0.14
H 1.25418 0.52197 -2.56575 -0.17 -0.02 -0.21
H 2.75118 1.29712 -3.05901 -0.16 0.20 -0.06
H 0.50659 2.61205 -1.38369 0.24 -0.26 0.08
H 0.75157 2.83663 -3.05632 0.28 -0.08 -0.21
H 1.96897 3.43546 -1.92267 0.04 -0.03 -0.05
C 2.72063 1.55107 0.04477 0.03 -0.37 -0.54
C 4.04017 2.28558 -0.03851 0.30 0.25 0.19
H 2.66105 0.87111 0.90850 0.15 0.23 -0.34
H 1.86073 2.23191 0.11460 0.28 -0.14 0.00
H 4.86761 1.55965 -0.09758 -0.30 0.34 0.10
H 4.19965 2.95860 0.81066 0.03 -0.16 -0.01
H 4.07452 2.90467 -0.94525 -0.03 -0.19 0.17
C 3.70363 -2.17641 1.22178 -0.14 -0.12 -0.95
C 4.06479 -1.80700 -1.22709 -0.54 -0.16 0.28
C 4.27300 -1.05625 2.06422 0.17 0.11 0.17
H 4.45723 -2.97024 1.08829 -0.33 0.13 -0.03
H 2.82850 -2.61979 1.72372 0.28 0.06 -0.15
H 5.14956 -0.58456 1.59781 -0.33 -0.15 0.13
H 4.58563 -1.46849 3.03200 -0.04 0.12 -0.13
H 3.51376 -0.28962 2.24902 0.20 -0.12 0.03
C 5.50468 -1.43840 -0.97837 0.20 0.06 -0.16
H 3.60722 -1.10118 -1.93136 0.21 -0.27 0.16
H 3.97634 -2.82116 -1.65496 0.15 0.16 0.18
H 5.57922 -0.39993 -0.63338 0.06 -0.30 -0.01
H 6.03659 -1.50658 -1.93565 0.02 -0.04 0.24
H 5.98323 -2.12110 -0.26083 -0.03 0.31 -0.24
H 1.56250 -1.10449 -0.35576 -2.01 -0.85 0.35
La -1.80281 -0.41064 0.87286 1.17 -0.42 -0.72
C 0.46693 -1.51685 -0.20779 1.47 0.81 -0.37
Si 0.37997 -3.19567 -1.07537 0.88 -0.82 -0.63
H 0.33895 -1.55326 0.89462 0.34 -0.15 -0.20
H -0.16528 -0.78133 -0.75743 0.16 -0.26 0.13
C 0.97353 -3.03198 -2.85506 -0.16 0.25 -0.04
C -1.31284 -4.02111 -1.08059 -0.11 0.19 0.22
C 1.55232 -4.46039 -0.31789 0.04 0.08 0.28
C -2.16278 -0.01231 -1.56954 -0.02 0.42 -0.11
Si -3.98692 -0.02584 -1.23512 1.07 -0.06 -1.75
H -1.88195 -0.65430 -2.42514 -0.29 -0.06 0.46
H -1.77608 1.00181 -1.81144 -0.28 -0.47 0.31
C -4.53678 -1.81262 -1.30172 -0.35 0.06 0.04
C -4.93180 1.06991 -2.40700 -0.66 0.17 0.23
C -4.33473 0.53878 0.55830 -0.61 -0.08 0.74
H 1.32445 -5.45906 -0.72168 0.00 0.27 0.10
H 1.45513 -4.51211 0.77530 0.07 -0.09 -0.17
H 2.60236 -4.23585 -0.55459 -0.34 -0.03 0.10
H 0.24523 -2.50362 -3.47779 0.07 -0.03 -0.05
H 1.11331 -4.03670 -3.28306 -0.11 0.23 0.17
H 1.93229 -2.50690 -2.94558 -0.20 -0.07 0.11
H -2.15070 -3.32153 -1.21105 0.11 -0.21 -0.06
H -1.45050 -4.57711 -0.14062 -0.10 0.09 -0.22
H -1.34201 -4.75089 -1.90823 -0.04 0.28 0.32
H -4.60441 0.96559 -3.45041 0.07 -0.15 0.38
H -4.82005 2.12821 -2.13513 -0.02 -0.19 -0.04
H -5.99979 0.81688 -2.36234 0.08 0.22 -0.09
H -4.06991 1.59421 0.71569 -0.07 -0.20 0.12
H -3.99581 -0.04940 1.45981 -0.99 0.57 -0.50
H -5.42531 0.44552 0.62938 0.10 0.17 0.06
H -5.62620 -1.78547 -1.42399 0.08 -0.35 0.08
H -4.31432 -2.38607 -0.39097 -0.09 -0.02 -0.11
H -4.09648 -2.34125 -2.15486 -0.13 0.14 0.14
Br -1.55657 4.27984 -1.07699 -0.34 0.17 0.79
C -1.88530 3.99708 0.77976 0.26 -1.18 0.67
C -2.53033 4.95097 1.56839 -0.25 0.09 1.05
C -2.94081 4.64834 2.86627 0.37 0.17 -0.28
Br -3.95573 5.96681 3.80726 0.32 -0.32 -0.15
C -2.67590 3.37788 3.48007 0.02 0.16 -0.67
C -3.18548 2.94510 4.72563 0.12 -0.45 -0.03
C -3.02755 1.62226 5.10017 0.10 0.09 0.21
C -2.42352 0.70189 4.23293 0.39 0.86 -1.52
N -1.99092 1.06053 3.00058 0.27 0.62 1.70
C -1.98344 2.40576 2.68649 -1.31 0.17 -0.64
C -1.62774 2.72279 1.32191 -0.58 0.38 -0.65
O -1.30036 1.73612 0.52072 0.71 -0.04 0.43
H -2.72695 5.93098 1.15119 -0.14 -0.07 0.08
H -3.72625 3.63779 5.36700 0.15 -0.11 -0.15
H -3.38664 1.25602 6.05687 0.02 0.18 -0.11
H -2.27724 -0.34188 4.50572 -0.26 0.13 -0.01
```
Forces are in eV/Å.

- LUMO level (eV) = -3.594
- total charge = +1
- ΔE to the lowest compared entry with this formula, charge and spin (kJ/mol) = 216.6
- HOMO (eV) = -10.6
- energy (Eh) = -7019.663566
- gap between HOMO and LUMO (eV) = 7.0
- max |F| (eV/Å) = 2.21

Atom charges from the Löwdin analysis, given in e for atoms 1 to 6: O -0.223; O -0.277; C -0.244; C -0.115; H 0.107; H 0.125